This record from OMol25 describes a gas-phase ion, NO4PS (charge -2) at a distorted geometry. The level of theory is the ωB97M-V functional and the def2-TZVPD basis.

Each line ends with the Mulliken charge.
Positions of all 7 atoms, in Å:
1 N -0.33 1.24 0.32  -0.592
2 O 1.65 -0.32 1.17  -0.768
3 O 1.85 0.56 -1.23  -0.765
4 O -0.31 -1.17 -0.33  -0.459
5 O -2.50 -0.37 -0.39  -0.641
6 P 0.96 0.31 -0.03  0.842
7 S -1.31 -0.25 0.49  0.382

Properties
Total charge = -2
Electronic energy = -29804.6499 eV
E_HOMO = 0.014 Ha
ΔE to the lowest compared entry with this formula, charge and spin = 18.97 kcal per mole
SMILES = O=[S@]12=NP1([O-])([O-])O2

***

This record from OMol25 describes 2 unconnected molecules or ions with the total composition NO5S at a distorted geometry. The level of theory is the ωB97M-V functional and the def2-TZVPD basis.

Each line ends with the Mulliken charge.
Positions of all 7 atoms, in Å:
1 N -2.71 0.49 0.01  0.403
2 O 1.65 -1.39 -0.63  -0.417
3 O -1.47 0.60 0.20  -0.478
4 O -3.32 -0.57 -0.11  -0.501
5 O 2.04 1.01 -0.89  -0.437
6 O 2.12 -0.05 1.42  -0.452
7 S 1.68 -0.09 0.00  0.883

Properties
Total charge = -1
Electronic energy = -22560.0084 eV
E_HOMO (spin up / spin down) = -0.181 / -0.118 Ha
ΔE to the lowest compared entry with this formula, charge and spin = 50.57 kcal per mole

***

This record from OMol25 describes a single O2 molecule. The level of theory is the ωB97M-V functional and the def2-TZVPD basis.

Each line ends with the Mulliken charge.
Positions of all 2 atoms, in Å:
1 O 0.24 0.54 -0.06  0.000
2 O -0.24 -0.54 0.06  0.000

Properties
Electronic energy = -4089.7740 eV
E_HOMO = -0.361 Ha
ΔE to the lowest compared entry with this formula, charge and spin = 0.12 kcal per mole
SMILES = O=O

***

This record from OMol25 describes a single O2Si molecule at a distorted geometry. The level of theory is the ωB97M-V functional and the def2-TZVPD basis.

Each line ends with the Mulliken charge.
Positions of all 3 atoms, in Å:
1 O 0.48 -0.22 -1.37  -0.420
2 O -0.25 0.25 1.41  -0.394
3 Si -0.23 -0.03 -0.04  0.814

Properties
Electronic energy = -11972.0179 eV
E_HOMO = -0.450 Ha
ΔE to the lowest compared entry with this formula, charge and spin = 7.96 kcal per mole
SMILES = O=[Si]=O

***

This record from OMol25 describes a gas-phase ion, O4S (charge -2) at a distorted geometry. The level of theory is the ωB97M-V functional and the def2-TZVPD basis.

Each line ends with the Mulliken charge.
Positions of all 5 atoms, in Å:
1 O 1.02 0.15 1.09  -0.722
2 O -0.55 -1.47 0.07  -0.743
3 O 0.63 0.18 -1.38  -0.721
4 O -1.13 1.18 0.24  -0.863
5 S 0.03 -0.05 -0.02  1.048

Properties
Total charge = -2
Electronic energy = -19023.2695 eV
E_HOMO = 0.040 Ha
ΔE to the lowest compared entry with this formula, charge and spin = 14.13 kcal per mole
SMILES = O=S(=O)([O-])[O-]

***

This record from OMol25 describes 2 unconnected molecules or ions with the total composition O4S4 at a distorted geometry. The level of theory is the ωB97M-V functional and the def2-TZVPD basis.

Each line ends with the Mulliken charge.
Positions of all 8 atoms, in Å:
1 O 3.77 1.01 0.69  -0.553
2 O -3.82 -1.20 0.81  -0.478
3 O 3.73 -1.27 -0.23  -0.551
4 O -4.10 0.73 -0.54  -0.482
5 S 1.00 0.61 0.09  -0.290
6 S -0.57 -0.15 -0.96  -0.546
7 S 3.28 0.14 -0.40  0.376
8 S -3.30 0.13 0.53  0.524

Properties
Total charge = -2
Electronic energy = -51530.8880 eV
E_HOMO (spin up / spin down) = 0.024 / 0.013 Ha
ΔE to the lowest compared entry with this formula, charge and spin = 17.19 kcal per mole

***

This record from OMol25 describes a single OS molecule at a distorted geometry. The level of theory is the ωB97M-V functional and the def2-TZVPD basis.

Each line ends with the Mulliken charge.
Positions of all 2 atoms, in Å:
1 O 0.00 0.00 -0.73  -0.274
2 S 0.00 0.00 0.73  0.274

Properties
Electronic energy = -12880.0270 eV
E_HOMO = -0.317 Ha
ΔE to the lowest compared entry with this formula, charge and spin = 0.44 kcal per mole
SMILES = O=S

***

This record from OMol25 describes a gas-phase ion, S2 (charge -1) at a distorted geometry. The level of theory is the ωB97M-V functional and the def2-TZVPD basis.

Each line ends with the Mulliken charge.
Positions of all 2 atoms, in Å:
1 S -0.67 -0.40 0.66  -0.500
2 S 0.67 0.40 -0.66  -0.500

Properties
Total charge = -1
Electronic energy = -21671.4353 eV
Multiplicity = 2
E_HOMO (spin up / spin down) = -0.079 / -0.070 Ha
ΔE to the lowest compared entry with this formula, charge and spin = 0.68 kcal per mole

***

- What is the electronic energy in the fourth record?
  -11972.0179 eV

***

Copy entry 6 word for word.
This record from OMol25 describes 2 unconnected molecules or ions with the total composition O4S4 at a distorted geometry. The level of theory is the ωB97M-V functional and the def2-TZVPD basis.

Each line ends with the Mulliken charge.
Positions of all 8 atoms, in Å:
1 O 3.77 1.01 0.69  -0.553
2 O -3.82 -1.20 0.81  -0.478
3 O 3.73 -1.27 -0.23  -0.551
4 O -4.10 0.73 -0.54  -0.482
5 S 1.00 0.61 0.09  -0.290
6 S -0.57 -0.15 -0.96  -0.546
7 S 3.28 0.14 -0.40  0.376
8 S -3.30 0.13 0.53  0.524

Properties
Total charge = -2
Electronic energy = -51530.8880 eV
E_HOMO (spin up / spin down) = 0.024 / 0.013 Ha
ΔE to the lowest compared entry with this formula, charge and spin = 17.19 kcal per mole

***

- Which of these has the lowest ΔE to the lowest compared entry with this formula, charge and spin?
  O2

***

- Which formula does entry 8 have?
  S2